A single C12H17NO molecule at a distorted geometry, computed with ωB97M-V/def2-TZVPD.

```
31
Properties=species:S:1:pos:R:3:forces:R:3:lowdin_charge:R:1
C -0.0974 2.6080 -0.6477 -0.37 3.23 2.27 -0.066
N -0.9766 1.7059 0.0186 0.69 -1.31 -0.01 -0.069
O -0.6240 1.3279 1.3952 0.54 -0.90 -1.69 -0.009
C -0.4737 0.3675 0.2395 -2.73 0.36 2.46 -0.336
C 0.8978 -0.0591 0.0408 1.89 0.52 0.27 -0.186
C 1.4408 0.0476 -1.2052 -0.24 -0.02 -2.92 -0.076
C 2.8074 0.0917 -1.4839 -1.33 0.08 1.60 -0.059
C 3.6575 0.1046 -0.3805 1.39 -1.32 -1.60 -0.096
C 3.1691 -0.1565 0.8759 0.50 0.16 2.35 -0.080
C 1.8088 -0.2773 1.0883 0.12 0.91 -2.16 -0.001
C -1.5695 -0.7178 0.2450 -1.43 -0.60 -0.07 -0.505
C -1.4042 -1.5767 1.5387 1.72 1.51 -0.15 -0.037
C -1.5028 -1.7125 -0.9316 -0.14 0.70 -0.02 -0.048
C -2.9439 -0.0260 0.2392 1.32 1.23 4.58 -0.048
H -0.1732 3.6649 -0.1654 -0.32 -1.70 -0.82 0.129
H 0.9412 2.4318 -0.6320 1.25 -0.73 -0.13 0.062
H -0.5218 2.6512 -1.6078 -0.12 0.29 -1.55 0.079
H 0.7943 0.1181 -2.1230 0.31 0.11 1.17 0.143
H 3.0054 0.1938 -2.5243 1.04 0.02 -0.41 0.096
H 4.7321 -0.0094 -0.5519 -0.21 0.71 0.13 0.107
H 3.8490 -0.1510 1.8125 -1.05 -0.29 -1.88 0.141
H 1.4357 -0.4252 2.0240 -0.89 -0.24 2.58 0.086
H -2.2365 -2.1860 1.8674 -0.40 0.00 -0.48 0.072
H -1.2351 -0.7802 2.3363 0.27 -1.52 -0.53 0.106
H -0.5371 -2.2615 1.2845 -0.67 0.78 1.11 0.101
H -2.2800 -2.4540 -0.6595 1.07 -0.34 -0.37 0.099
H -1.8307 -1.3149 -1.8853 -0.27 0.57 -0.14 0.073
H -0.4613 -1.9954 -1.1426 -0.45 -0.90 0.50 0.078
H -3.7491 -0.6137 0.7286 0.49 0.31 -0.65 0.096
H -3.1697 0.4371 -0.6345 -1.02 0.54 -3.08 0.034
H -2.7526 0.9673 0.8408 -0.95 -2.17 -0.38 0.115
```
Forces are in eV/Å.

Output
ΔE to the lowest compared entry with this formula, charge and spin: 119.2 kcal/mol
SMILES: CN1O[C@@]1(c1ccccc1)C(C)(C)C
2S+1: 1
Total charge: 0
LUMO: 0.75 eV

***

A molecular structure, C12H18AgF9O6 at a distorted geometry, computed with ωB97M-V/def2-TZVPD.

```
46
Properties=species:S:1:pos:R:3:forces:R:3:lowdin_charge:R:1
Ag -0.3032 -0.8674 -0.3285 -0.69 -0.36 -0.27 0.783
C -2.4821 1.9547 0.7082 0.72 -1.21 0.68 -0.559
O -3.7513 1.9039 0.0230 -0.91 0.31 -0.03 -0.081
O -1.7227 0.9389 0.4459 0.48 -0.20 -0.39 -0.186
C -1.8542 3.2979 0.3382 -0.41 0.63 0.45 -0.547
F -0.7208 3.5229 1.0303 0.09 0.05 0.06 0.116
F -1.5812 3.4672 -0.9402 0.09 0.01 -0.51 0.160
F -2.7043 4.3518 0.6899 0.38 -0.14 -0.10 0.046
C -4.8654 2.3344 0.7808 0.89 -0.13 0.10 -0.317
C -6.1121 2.2111 -0.0470 -0.67 0.18 0.12 -0.098
H -6.2996 1.2119 -0.4390 0.28 -0.08 0.03 0.071
H -6.9702 2.4722 0.5874 0.00 0.03 -0.13 0.063
H -6.0898 2.9128 -0.8822 0.05 -0.05 -0.05 0.070
H -4.7395 3.3814 1.0917 -0.11 -0.07 -0.02 0.103
H -4.9229 1.7421 1.7105 -0.13 -0.04 -0.13 0.114
H -2.6542 2.0065 1.8136 -0.58 0.53 0.08 0.140
C 0.8839 -0.1260 -3.1183 -1.57 -0.32 -0.32 -0.532
O 1.9137 -1.0972 -3.3355 0.62 0.53 -0.73 -0.101
O -0.2780 -0.6371 -2.7331 0.59 0.29 1.00 -0.209
C 1.4004 1.0373 -2.2374 0.70 0.15 -0.24 -0.542
F 2.6566 1.4592 -2.6490 -0.40 -0.10 0.20 0.071
F 0.6152 2.1150 -2.3434 -0.06 -0.04 0.04 0.132
F 1.5271 0.7587 -0.9235 0.21 0.34 -0.18 0.082
C 2.6149 -1.5989 -2.2267 -1.08 -0.59 0.50 -0.302
C 3.3978 -2.7848 -2.7198 1.18 0.30 -0.85 -0.084
H 4.1043 -2.5010 -3.5236 -0.19 0.20 0.23 0.067
H 4.0192 -3.2293 -1.9439 -0.31 -0.23 0.17 0.056
H 2.7366 -3.4980 -3.2087 -0.16 -0.19 0.41 0.075
H 1.8995 -1.9903 -1.4864 0.07 0.22 0.06 0.100
H 3.1909 -0.8133 -1.7325 0.40 -0.18 -0.08 0.111
H 0.7507 0.3753 -4.1029 0.51 -0.06 -0.14 0.138
C 1.3230 -2.6547 1.5198 -1.53 -0.37 0.84 -0.565
O 1.5510 -1.2617 1.2552 0.65 0.38 -0.21 -0.176
O 0.3567 -3.0887 0.7774 0.06 -0.22 -0.90 -0.177
C 2.6843 -3.3990 1.3835 0.34 -0.23 -0.85 -0.519
F 3.2895 -3.5650 2.5901 0.19 0.08 0.16 0.081
F 2.5625 -4.6442 0.8705 -0.03 0.26 0.18 0.108
F 3.5874 -2.7623 0.5893 -0.11 -0.18 0.32 0.106
C 2.0160 -0.4543 2.3037 0.20 0.30 0.13 -0.286
C 0.8504 0.1172 3.0969 0.45 -0.03 0.57 -0.070
H 0.1606 0.6000 2.4031 -0.12 0.04 0.13 0.064
H 0.3379 -0.6458 3.6875 -0.13 -0.14 -0.32 0.067
H 1.2353 0.8246 3.8458 -0.10 0.18 -0.26 0.065
H 2.5792 0.3721 1.8568 -0.13 -0.01 -0.15 0.114
H 2.7560 -0.9849 2.9188 -0.24 -0.11 0.15 0.109
H 1.0508 -2.7648 2.6035 0.53 0.27 0.23 0.140
```
Forces are in eV/Å.

Output
ΔE to the lowest compared entry with this formula, charge and spin: 0.0 kcal/mol
2S+1: 1
Total charge: -2
LUMO: 5.09 eV

***

A molecular structure, C12H18B2F8KO9 at a distorted geometry, computed with ωB97M-V/def2-TZVPD.

```
50
Properties=species:S:1:pos:R:3:forces:R:3:lowdin_charge:R:1
K 0.6916 -1.8388 2.3273 0.30 -0.17 0.47 0.923
B 0.3181 -1.3545 5.5677 0.62 -1.47 0.55 -1.442
F -0.6499 -0.4660 5.4261 -3.07 3.27 0.12 0.174
F 0.5459 -1.6443 6.9080 0.55 0.07 0.17 0.122
F -0.1669 -2.4810 4.9127 0.08 -1.73 -0.87 0.076
F 1.3944 -0.8503 4.8593 1.57 0.14 -0.41 0.093
B 3.2100 -3.9315 2.7696 0.74 -2.78 1.82 -1.480
F 3.5259 -2.7272 3.1646 0.89 4.37 1.26 0.199
F 2.8170 -4.6626 3.9384 -0.91 -0.12 -0.65 0.066
F 2.3095 -3.8025 1.7593 -2.50 -0.36 -1.63 0.081
F 4.3068 -4.5758 2.2850 1.70 -1.14 -1.09 0.133
C 0.5253 2.6008 -3.3224 1.27 -1.51 -0.65 0.001
C 1.6952 2.0608 -2.5090 0.83 1.92 0.07 -0.343
C 2.2248 3.0843 -1.4531 -0.86 0.11 -1.71 -0.080
O 1.9455 2.4413 -0.2272 0.97 -0.49 0.88 0.076
C 1.5999 1.1500 -0.4485 -2.47 -2.66 2.86 -0.442
O 1.3909 0.2569 0.4170 1.29 3.88 -3.29 0.073
O 1.2310 1.0287 -1.7345 -0.43 -2.38 1.75 0.071
H 0.2941 1.6794 -3.8569 -0.88 0.26 -0.43 0.084
H 0.8872 3.3091 -4.0677 -0.29 0.29 0.20 0.091
H -0.3227 2.9094 -2.7111 0.18 0.15 -0.06 0.085
H 2.5111 1.5835 -3.0518 0.01 0.69 -0.79 0.156
H 1.6077 3.9698 -1.6056 -0.05 0.15 0.73 0.125
H 3.2537 3.3997 -1.6265 0.19 -0.47 0.58 0.131
C -1.1790 1.3578 2.7496 0.52 -0.23 -1.01 0.024
C -1.9457 2.2512 1.7291 0.04 0.54 4.11 -0.314
C -1.3694 3.5729 1.2311 -0.26 -0.85 0.98 -0.064
O -1.6999 3.4967 -0.1367 0.93 2.20 -1.29 0.082
C -2.3180 2.3919 -0.4384 -2.45 -2.22 -6.17 -0.534
O -2.7588 2.0775 -1.6222 2.25 1.71 5.44 0.031
O -2.4340 1.6304 0.6063 -0.50 -2.32 -0.81 0.139
H -0.3242 1.7992 3.2620 -0.23 0.74 -0.05 0.097
H -0.6744 0.5510 2.2180 -0.40 -0.24 -0.12 0.045
H -1.8309 0.9691 3.5319 0.04 -0.14 -0.30 0.088
H -2.8169 2.5473 2.3134 -0.35 -0.07 -0.08 0.142
H -0.2999 3.6836 1.4099 -0.07 0.19 -0.32 0.136
H -1.9932 4.3124 1.7331 0.65 0.64 -0.38 0.135
C -2.0392 -2.3799 -4.2042 -0.49 -0.23 -1.44 -0.045
C -1.3608 -2.9417 -3.0137 1.29 0.80 1.11 -0.317
C 0.0685 -2.3363 -2.6569 -2.45 -0.68 -1.79 -0.068
O -0.0129 -2.1069 -1.2772 0.71 -0.59 0.82 0.060
C -1.2519 -2.2619 -0.7888 -1.50 1.62 1.35 -0.423
O -1.5431 -2.0455 0.4032 0.68 -1.20 -4.39 0.083
O -2.1229 -2.4739 -1.8908 0.74 -0.21 2.76 0.048
H -2.1241 -1.2932 -4.1992 -0.43 -0.08 0.54 0.096
H -2.9787 -2.9299 -4.2593 -0.51 0.71 0.04 0.090
H -1.6280 -2.5732 -5.1950 0.78 -0.45 0.20 0.085
H -1.4185 -4.0300 -2.9979 0.37 -0.08 -0.07 0.151
H 0.0689 -1.3947 -3.2061 0.58 0.24 0.26 0.120
H 0.8413 -3.0129 -3.0218 0.31 0.21 0.75 0.138
```
Forces are in eV/Å.

Output
ΔE to the lowest compared entry with this formula, charge and spin: 0.0 kcal/mol
2S+1: 1
Total charge: -1
LUMO: 1.75 eV

***

2 unconnected molecules or ions with the total composition C12H18BN2O3SSi, computed with ωB97M-V/def2-TZVPD.

```
38
Properties=species:S:1:pos:R:3:forces:R:3:lowdin_charge:R:1
C 3.0494 -1.4037 1.0838 -0.15 0.39 0.01 -0.177
Si 2.7600 0.0964 -0.0200 -0.22 -0.51 0.08 0.538
C 4.3240 1.1337 0.0068 0.01 0.03 -0.18 -0.191
C 2.3920 -0.4938 -1.7456 0.36 -0.08 0.04 -0.171
C 1.3358 1.0552 0.7689 0.34 0.09 -0.19 -0.177
C 1.5290 2.2656 1.3826 0.02 0.01 0.00 -0.091
C 0.4665 2.9705 1.9906 0.18 0.07 0.07 -0.083
C -0.7944 2.4575 1.9766 -0.16 0.20 0.09 -0.026
C -1.0463 1.2220 1.3529 0.03 -0.29 -0.17 -0.204
N -2.3111 0.7126 1.3601 0.01 -0.08 -0.03 0.183
C -2.5008 -0.4410 0.7648 0.09 0.15 -0.13 -0.145
B -3.9558 -1.0779 0.7998 0.02 0.01 0.28 -0.670
O -4.4193 -1.5992 2.0065 -0.02 -0.61 -0.53 0.136
O -4.7625 -1.0786 -0.2860 0.19 -0.03 -0.08 0.182
C -1.3983 -1.1477 0.1733 0.03 0.19 -0.13 -0.574
S -1.6846 -2.7779 -0.4816 -0.02 -0.35 0.04 0.816
N -0.1819 -0.6949 0.1792 -0.08 0.01 0.11 0.131
C 0.0248 0.5235 0.7557 -0.37 -0.01 0.07 -0.203
H 2.0731 -1.8164 1.3415 0.05 -0.14 -0.01 0.019
H 3.6478 -2.1719 0.5954 0.06 -0.03 0.02 0.026
H 3.5393 -1.0759 2.0037 0.06 -0.15 0.05 0.023
H 5.1651 0.4605 -0.1788 0.03 0.00 0.03 0.028
H 4.5035 1.6378 0.9565 0.01 -0.01 0.04 0.018
H 4.3322 1.8756 -0.7940 -0.03 0.08 0.05 0.031
H 1.6522 -1.2926 -1.7111 -0.16 0.16 -0.09 0.028
H 3.3126 -0.9282 -2.1509 0.03 0.04 -0.04 0.028
H 2.0641 0.2843 -2.4326 -0.16 -0.02 0.00 0.040
H 2.5288 2.6804 1.3968 -0.02 0.17 0.07 0.083
H 0.6526 3.9183 2.4805 0.05 0.02 -0.04 0.097
H -1.6236 2.9840 2.4306 -0.05 -0.04 0.00 0.110
H -3.7805 -2.2268 2.3608 0.08 0.31 0.35 0.098
H -5.3682 -1.8271 -0.2617 -0.27 0.25 0.10 0.115
H -1.9849 -2.4145 -1.7461 0.09 0.27 -0.10 -0.119
C -2.6824 -0.3663 -3.2931 -0.23 0.02 0.34 -0.536
O -1.5746 -0.7757 -3.9206 0.05 -0.12 0.11 -0.431
H -2.5727 0.5415 -2.6231 0.09 -0.04 -0.06 0.036
H -3.5669 -0.0856 -3.9363 0.14 -0.04 -0.10 0.032
H -3.1438 -1.1235 -2.5860 -0.08 0.06 -0.06 0.001
```
Forces are in eV/Å.

Output
2S+1: 1
Total charge: -1
LUMO: 2.26 eV

***

2 unconnected molecules or ions with the total composition C12H18BrF8N2O7PS, computed with ωB97M-V/def2-TZVPD.

```
50
Properties=species:S:1:pos:R:3:forces:R:3:lowdin_charge:R:1
O -1.5759 3.6582 3.0138 -0.04 -0.08 0.24 0.173
C -1.5430 2.6304 3.5649 0.18 0.43 -0.31 -0.301
N -1.4097 1.5842 4.1661 -0.37 -0.39 -0.23 0.095
N -2.2347 0.4431 3.8426 0.46 0.19 0.43 -0.001
C -1.3713 -0.7474 3.8585 -0.29 0.12 -0.22 -0.291
C -0.2782 -0.6907 2.7580 0.03 -0.17 0.40 -0.134
C 0.0782 -1.9800 2.0022 -0.04 0.31 -0.18 -0.186
C -0.7803 -2.3546 0.7891 0.30 -0.51 -0.01 -0.217
S -1.1195 -1.0883 -0.3901 -0.51 -0.13 0.00 0.621
O -1.3227 -1.6779 -1.6693 0.13 0.01 0.00 -0.245
O -2.1327 -0.2137 0.1536 0.47 0.08 -0.15 -0.287
O 0.2341 -0.2553 -0.4616 -0.19 0.13 0.11 -0.141
C -2.3302 -1.9215 3.7737 -0.15 0.05 0.17 -0.160
O -3.0629 -1.7745 2.5630 0.08 0.00 0.08 -0.267
C -4.3799 -2.2739 2.5126 -0.02 -0.06 -0.19 -0.422
P -5.5992 -0.9363 2.0330 -0.01 0.16 -0.08 0.560
O -4.5827 0.0919 1.2867 -0.44 -0.32 0.06 -0.400
Br -5.8391 0.0451 4.0453 0.09 0.01 0.11 0.224
H -2.6166 0.5741 2.9096 -0.08 -0.08 0.00 0.093
H -0.9228 -0.7295 4.8530 0.12 -0.26 -0.05 0.148
H 0.6455 -0.3323 3.2149 -0.07 0.09 0.02 0.119
H -0.5989 0.0954 2.0754 0.11 -0.05 -0.15 0.083
H 1.1106 -1.8865 1.6616 -0.04 0.00 -0.07 0.114
H 0.0662 -2.8483 2.6628 0.01 0.05 0.09 0.115
H -1.7755 -2.7043 1.0571 0.00 0.06 0.07 0.096
H -0.2867 -3.1520 0.2301 -0.01 0.09 -0.06 0.116
H 0.0784 0.5745 0.0167 0.22 0.08 -0.04 0.107
H -1.8213 -2.8907 3.7902 0.08 0.02 -0.02 0.127
H -2.9959 -1.8754 4.6398 -0.08 0.03 -0.10 0.126
H -4.6790 -2.7568 3.4443 -0.10 0.06 0.01 0.083
H -4.4451 -3.0205 1.7087 0.05 -0.04 0.06 0.087
H -3.7148 -0.2822 1.0521 0.16 0.14 0.05 -0.008
F 5.0969 1.7592 -2.8588 -0.03 -0.04 0.02 0.097
C 5.1248 2.9105 -3.5577 0.04 0.08 -0.04 -0.309
F 5.4354 3.9140 -2.7077 0.01 -0.02 0.01 0.099
C 3.7578 3.2079 -4.1838 -0.17 -0.06 0.17 -0.443
F 2.8467 3.4239 -3.2146 0.03 -0.02 -0.01 0.139
F 3.9360 4.3837 -4.8583 0.04 0.01 -0.05 0.099
C 3.2107 2.2175 -5.2205 -0.01 -0.03 -0.53 -0.043
O 2.2653 1.2651 -4.7783 0.00 0.16 0.53 0.055
C 2.6251 0.0450 -4.2794 0.04 -0.02 -0.24 -0.541
F 3.9479 -0.1824 -4.3879 -0.01 0.04 0.05 0.150
F 1.9957 -0.8977 -5.0176 0.05 -0.06 -0.05 0.147
C 2.1362 -0.1470 -2.8376 -0.09 -0.03 0.03 -0.298
F 2.6462 0.8083 -2.0334 0.05 0.03 -0.01 0.098
F 2.5642 -1.3497 -2.3898 -0.01 0.01 -0.01 0.100
H 5.8960 2.8502 -4.3301 0.00 -0.02 0.00 0.173
H 2.6521 2.8412 -5.9165 -0.02 -0.01 0.01 0.150
H 4.0206 1.7551 -5.7860 0.08 -0.02 0.15 0.148
H 1.0481 -0.1093 -2.8004 -0.01 -0.02 -0.04 0.154
```
Forces are in eV/Å.

Output
SMILES: O=C=NN[C@H](CCCS(=O)(=O)O)COCP(O)Br.FC(F)C(F)(F)COC(F)(F)C(F)F
2S+1: 1
Total charge: 0
LUMO: 0.29 eV

***

A molecular structure, C12H18Cl2N2Tc at a distorted geometry, computed with ωB97M-V/def2-TZVPD.

```
35
Properties=species:S:1:pos:R:3:forces:R:3:lowdin_charge:R:1
Tc -1.0687 -0.3187 0.9419 -0.55 2.19 -0.74 0.874
Cl -2.1687 -2.1741 0.4078 -0.78 -1.46 -0.28 -0.001
Cl -2.2327 0.2775 2.9004 -0.45 0.35 0.70 -0.191
C -1.6581 1.3472 -0.2691 -1.18 3.70 -0.44 -0.247
H -1.7961 2.4220 -0.7328 0.79 -0.47 2.23 0.097
H -2.5858 1.5241 0.4417 0.65 -1.68 -2.03 0.061
C -0.1024 -0.1283 -0.8398 0.72 0.40 -0.57 -0.448
C -0.8342 1.0258 -1.6290 1.21 -2.10 2.11 -0.343
H 0.8265 0.2860 -0.4211 0.05 0.08 -0.41 0.082
C -1.5393 0.6587 -2.8837 -1.25 -1.55 -0.73 -0.187
H -0.0795 1.8236 -1.8894 -1.06 -0.31 0.90 0.142
C -1.9386 -0.8446 -2.8956 -0.56 -0.19 0.11 -0.210
H -2.4482 1.2585 -2.9737 0.00 0.06 -0.13 0.112
H -0.9592 0.8362 -3.7946 0.31 0.24 0.27 0.115
C -0.7368 -1.7996 -2.7208 -0.42 0.09 -0.48 -0.212
H -2.6732 -1.0318 -2.0924 0.31 0.15 -0.18 0.072
H -2.4701 -1.1082 -3.8369 0.36 0.30 0.46 0.112
C 0.2316 -1.3793 -1.5835 0.93 -0.66 -1.60 -0.266
H -1.1022 -2.8331 -2.5606 0.08 0.59 0.01 0.100
H -0.2166 -1.8214 -3.7047 -0.01 -0.01 0.65 0.108
H 0.4881 -2.2834 -1.0012 -0.18 0.65 0.20 0.089
H 1.1630 -1.0611 -2.0646 0.26 -0.57 -0.27 0.104
N 0.5845 2.2515 1.9586 0.62 -0.01 0.29 0.147
C 1.2618 1.1163 2.3120 -0.64 0.23 -0.59 -0.363
C 2.5304 1.1701 2.9096 0.18 -0.66 0.09 -0.007
C 3.1965 -0.0002 3.2610 -0.72 0.88 -0.51 -0.044
C 2.5958 -1.2156 2.9314 -0.63 -0.75 -0.30 -0.069
C 1.3663 -1.2302 2.2844 0.24 0.92 0.35 -0.098
N 0.7037 -0.0741 2.0023 0.88 -0.13 0.16 -0.118
H -0.3644 2.2513 1.6026 0.17 -0.45 -0.02 0.045
H 1.0160 3.1580 2.0645 0.02 -0.35 0.17 0.108
H 2.9394 2.1524 3.0175 0.40 0.28 0.41 0.106
H 4.1655 0.0366 3.7529 -0.20 -0.01 -0.14 0.115
H 3.0713 -2.1619 3.1489 0.03 0.06 0.03 0.104
H 0.8344 -2.1303 1.9558 0.43 0.19 0.28 0.111
```
Forces are in eV/Å.

Output
2S+1: 4
Total charge: 0
LUMO (spin up / spin down): -0.31 / -0.56 eV
<S²>: 3.878

***

Asked for energy across the records above, the calculation gives -16253.2178; -53477.6661; -70596.5699; -41251.2224; -141954.3044; -42956.7222 eV in order.